1.
DFT (wB97M-V/def2-TZVPD) results for C17H14Cl7NO4RuS as an isolated structure.

Summary:
⟨S²⟩	6.061
2S+1	5
charge	+2
E_tot	-4725.61138	Eh
Kohn-Sham gap (spin up / spin down)	7.26 / 4.40	eV
maximum force	0.012	Eh/bohr
energy above the lowest of the compared OMol25 structures with the same formula, charge and spin	0.0	kcal/mol
E_HOMO (spin up / spin down)	-14.5 / -14.6	eV

Structure (XYZ):
```
45
Properties=species:S:1:pos:R:3:forces:R:3:lowdin_charge:R:1
Ru -0.414590 0.567285 -0.820032 -0.1628 -0.1624 0.2828 1.01
Cl -2.609741 0.589747 -2.029791 -0.0568 -0.0520 -0.1303 0.78
C -1.802765 -0.895979 -2.554785 -0.3010 -0.0505 -0.2786 -0.63
C -0.553542 -0.973087 -1.987243 0.1907 -0.2622 -0.2767 -0.38
C 0.257239 -2.056052 -2.309596 -0.2033 -0.1227 -0.0713 -0.68
Cl 1.806871 -2.215541 -1.597425 0.1061 0.0420 0.0677 0.71
C -0.224479 -3.018546 -3.202347 0.1431 0.0797 0.1143 -0.68
Cl 0.756045 -4.352708 -3.616161 -0.0226 0.0183 0.0018 0.76
C -1.512001 -2.898754 -3.755806 -0.0985 -0.1602 -0.1600 -0.66
Cl -2.086051 -4.078883 -4.842352 0.0548 0.1220 0.1221 0.79
C -2.341684 -1.814247 -3.432042 0.1431 0.2426 0.2260 -0.70
Cl -3.905900 -1.617599 -4.060822 -0.0363 0.0114 -0.0304 0.79
Cl 1.999208 0.797752 -0.227226 0.1227 0.0273 -0.0827 0.61
C 1.752003 2.391191 0.559765 0.1126 0.1333 0.0693 -0.83
Cl 0.055345 2.878974 0.306812 -0.0110 0.0846 0.0027 0.62
H 2.393513 3.115652 0.070353 0.0159 -0.0166 0.0411 0.06
H 1.937847 2.282304 1.625821 0.0012 -0.0101 -0.0559 0.02
C 1.800853 -5.465278 4.300919 0.0720 -0.0485 -0.0802 0.01
C 1.618606 -4.007457 4.305901 -0.0383 0.0803 0.0342 -0.15
C 2.459511 -3.157864 3.524554 0.0112 -0.0631 0.0122 0.04
C 2.260803 -1.812467 3.507523 -0.0093 0.1255 0.0383 0.01
C 1.230329 -1.258555 4.307037 0.1226 -0.0146 0.1891 -0.16
C 0.394169 -2.079652 5.110030 0.0495 0.1228 0.0631 0.00
C 0.588639 -3.423465 5.112246 0.0566 -0.0197 -0.0537 0.04
S 0.914665 0.490392 4.293049 -0.2007 -0.1543 -0.0762 0.61
O 2.004645 1.125427 3.624383 0.2316 -0.1435 0.0180 -0.26
O 0.426307 0.863127 5.570835 0.0799 0.1292 0.1061 -0.21
N -0.317590 0.479464 3.260055 -0.6051 0.0251 0.1528 -0.10
C -1.744075 0.414965 3.631920 0.1699 -0.2738 0.0818 -0.15
C -2.610021 0.415188 2.369296 -0.1666 0.1383 0.1092 -0.06
C -2.241234 -0.596622 1.301439 0.2155 -0.0769 0.0005 -0.56
O -2.912452 -1.491449 0.893356 -0.1223 0.0931 0.0552 0.15
O -0.982480 -0.366390 0.809264 0.0620 0.1699 0.0284 -0.31
H 2.569482 -5.790927 3.606154 0.0046 -0.0137 0.0085 0.10
H 0.853317 -5.960304 4.061963 0.0009 -0.0208 0.0697 0.12
H 2.068491 -5.799015 5.311903 -0.0511 -0.0196 0.0093 0.13
H 3.268719 -3.601311 2.959711 -0.0195 -0.0280 -0.0162 0.14
H 2.902573 -1.149679 2.943023 -0.0157 0.0089 -0.0230 0.13
H -0.352866 -1.617294 5.741197 -0.0149 0.0049 -0.0008 0.13
H -0.024213 -4.065865 5.730708 0.0036 -0.0407 -0.0081 0.15
H -0.122860 0.081921 2.348733 0.1720 0.1465 -0.3636 0.07
H -1.994686 1.276556 4.245439 0.0533 0.0603 -0.0272 0.14
H -1.944679 -0.471035 4.238577 -0.0220 -0.0866 -0.0859 0.12
H -2.533233 1.408085 1.918334 -0.0640 -0.0197 -0.0837 0.12
H -3.647368 0.251488 2.656185 0.0265 -0.0061 0.0004 0.14
```
Forces are in eV/Å.



2.
DFT (wB97M-V/def2-TZVPD) results for C3H2Br6O3 as an isolated structure in a non-equilibrium geometry.

Summary:
E_tot	-15785.22326	Eh
Kohn-Sham gap	8.31	eV
maximum force	0.059	Eh/bohr
energy above the lowest of the compared OMol25 structures with the same formula, charge and spin	39.0	kcal/mol
E_HOMO	-9.7	eV

Structure (XYZ):
```
14
Properties=species:S:1:pos:R:3:forces:R:3:lowdin_charge:R:1
C 0.909874 -1.129271 -0.237778 1.2435 -0.3707 -1.5598 -0.95
C -0.088372 -0.261002 -1.024970 -1.0849 -0.1406 -1.6691 -1.23
C 2.523616 -0.788768 -0.610361 -2.0371 -0.1289 2.2261 -1.40
O 0.784102 -1.071443 1.077777 2.3345 -0.0870 0.6681 -0.07
O 0.024032 1.041754 -0.794851 0.2886 1.2454 1.7165 -0.17
O 2.715888 -0.987611 -1.900181 0.9602 0.5191 -1.5422 -0.78
Br 0.651169 -3.022395 -0.922143 0.1323 0.3682 0.2797 0.69
Br -1.893886 -0.961064 -0.512175 -0.0078 0.4264 -0.0696 0.68
Br 0.093735 -0.380646 -2.998368 -0.3944 -0.5008 -0.0417 0.74
Br 2.910807 0.997342 0.084087 0.0795 0.2738 -0.1961 0.74
Br 3.581657 -1.989779 0.434791 0.6002 -0.6583 0.6906 0.73
Br 4.443779 -0.576035 -2.477632 -0.6621 -0.2414 -0.0374 0.80
H -0.000396 -0.910731 1.571200 -1.5960 0.2160 -0.3946 0.10
H -0.624316 1.644915 -1.203699 0.1434 -0.9211 -0.0705 0.13
```
Forces are in eV/Å.



3.
DFT (wB97M-V/def2-TZVPD) results for a single C26H36N6O3 molecule in a non-equilibrium geometry.

Summary:
E_tot	-1566.63493	Eh
Kohn-Sham gap	8.54	eV
maximum force	0.029	Eh/bohr
energy above the lowest of the compared OMol25 structures with the same formula, charge and spin	3.0	kcal/mol
E_HOMO	-8.1	eV
SMILES	CCC[C@H](c1nnnn1CC(=O)OCC)N(Cc1cc2c(C)cc(C)cc2[nH]c1=O)C1CCCC1

Structure (XYZ):
```
71
Properties=species:S:1:pos:R:3:forces:R:3:lowdin_charge:R:1
C -2.438350 -3.904583 -2.509145 0.2177 -0.0081 0.0786 -0.10
C -1.095485 -3.822743 -1.791733 -0.1105 -0.0016 0.0757 -0.25
C -1.119973 -2.923886 -0.555153 0.0571 0.1167 -0.3089 -0.15
C -1.221701 -1.428159 -0.904509 -0.1944 -0.3188 0.2283 -0.23
C 0.077423 -0.925473 -1.444776 0.1693 0.4991 -0.6222 -0.25
N 1.200447 -1.584553 -1.605407 -0.8609 -0.6364 0.3947 0.09
N 2.053793 -0.743819 -2.180185 0.9173 -0.1416 -0.2943 -0.01
N 1.522733 0.383831 -2.389064 0.0976 1.2073 -0.5743 0.07
N 0.264769 0.328599 -1.940695 0.0963 -1.3580 0.5843 -0.03
C -0.670974 1.407216 -2.015765 -0.1952 0.7041 -0.2254 0.00
C -0.079921 2.760244 -1.615305 0.1001 -0.3093 -0.1574 -0.49
O 1.077263 2.993067 -1.407418 0.0228 0.1302 -0.0601 0.10
O -1.064941 3.649710 -1.599273 -0.4230 -0.1211 -0.1108 0.00
C -0.765200 4.965866 -1.121386 0.2445 0.4745 0.2682 -0.20
C -1.209338 5.101421 0.327129 0.0727 -0.2245 -0.3285 -0.05
N -1.669697 -0.548191 0.164531 0.1540 -0.0686 -0.1297 -0.10
C -0.945379 -0.666794 1.421983 0.0985 0.1187 -0.1111 -0.11
C 0.473108 -0.195014 1.267830 0.0657 -0.3739 0.3170 -0.11
C 1.536178 -1.031568 1.314997 -0.3159 0.3430 0.1126 0.04
C 2.864768 -0.588511 1.056987 0.2993 0.4222 -0.0946 -0.12
C 3.982165 -1.448777 1.007782 0.0722 0.1951 -0.0332 -0.21
C 3.824125 -2.915966 1.260525 -0.0172 0.0491 -0.0207 -0.04
C 5.213241 -0.921865 0.691992 -0.0923 -0.0875 0.0324 -0.01
C 5.393007 0.436643 0.405886 -0.2559 0.1200 0.0488 -0.26
C 6.754340 0.941589 0.043508 -0.0217 0.0053 -0.0302 -0.05
C 4.304144 1.279504 0.446084 0.1156 -0.0649 -0.0207 0.03
C 3.043365 0.777507 0.767584 0.1960 -0.6552 0.1756 -0.17
N 1.958873 1.608270 0.808329 0.0010 0.2829 0.0092 0.19
C 0.662989 1.224027 1.018012 0.3624 -0.0104 0.1231 -0.40
O -0.239533 2.056885 0.992274 -0.2734 0.0551 0.1002 0.04
C -3.103156 -0.342187 0.279746 -0.1242 0.0331 -0.0159 -0.29
C -3.419129 1.061002 0.855524 -0.0396 0.0349 0.1476 -0.13
C -4.239595 0.823251 2.123928 -0.1719 0.0616 -0.1306 -0.19
C -4.960173 -0.492601 1.842510 0.0703 -0.0555 0.1500 -0.19
C -3.883860 -1.339086 1.168967 -0.1397 0.0540 -0.1649 -0.14
H -3.215446 -4.243033 -1.826274 -0.1361 -0.0326 0.0363 0.07
H -2.736772 -2.941031 -2.916123 -0.1035 0.0846 -0.0756 0.06
H -2.378817 -4.609643 -3.334732 -0.0768 -0.0339 -0.1030 0.07
H -0.324115 -3.465405 -2.474934 0.0556 -0.1057 0.0015 0.10
H -0.811109 -4.828267 -1.474744 0.0901 0.0000 -0.0473 0.11
H -0.202958 -3.089412 0.008966 -0.0189 -0.0168 0.1391 0.10
H -1.974148 -3.192471 0.070071 -0.0036 0.0257 0.0911 0.11
H -1.952785 -1.317107 -1.716902 0.0436 0.0067 0.1180 0.14
H -1.493433 1.192858 -1.328215 0.1669 0.0051 -0.1274 0.12
H -1.054799 1.504832 -3.038147 -0.0014 -0.0005 0.1396 0.15
H -1.308435 5.652545 -1.775457 0.1042 -0.1163 0.0368 0.12
H 0.311374 5.137549 -1.218029 -0.2240 0.0064 -0.0523 0.12
H -0.775773 4.292901 0.911068 0.0430 0.0297 0.0728 0.06
H -0.883956 6.057394 0.726988 0.0056 0.1434 0.0439 0.08
H -2.291614 5.033008 0.397220 -0.1247 0.0254 0.0493 0.08
H -0.941795 -1.693720 1.816892 -0.0319 0.1034 0.0553 0.12
H -1.446002 -0.014517 2.139415 -0.0392 -0.0831 0.0621 0.13
H 1.373052 -2.080857 1.510993 -0.0784 -0.1338 0.0048 0.12
H 4.788870 -3.414346 1.218832 0.0309 -0.0530 0.0090 0.08
H 3.381556 -3.100233 2.238525 -0.0367 -0.0905 0.0583 0.08
H 3.177376 -3.351889 0.500173 -0.0722 -0.1216 -0.0284 0.09
H 6.072469 -1.575704 0.646581 0.0917 -0.1105 0.0067 0.12
H 7.487314 0.632046 0.786922 0.0770 0.0165 0.0208 0.08
H 7.058399 0.526793 -0.916895 0.0782 0.0079 -0.0627 0.09
H 6.762783 2.025607 -0.030776 0.0588 0.0714 -0.0153 0.07
H 4.407952 2.328438 0.211312 0.0492 0.1504 -0.0280 0.12
H 2.088647 2.569563 0.510534 -0.1636 -0.1711 0.0346 0.15
H -3.502274 -0.400988 -0.738681 0.0563 -0.0018 0.0551 0.14
H -4.010188 1.626458 0.134240 -0.0224 0.0432 -0.0397 0.11
H -2.501866 1.617034 1.042431 0.0104 0.0161 -0.0784 0.09
H -3.585195 0.706208 2.989487 0.0361 0.0118 0.0672 0.11
H -4.928419 1.641332 2.329201 0.0114 0.0403 0.1044 0.11
H -5.788092 -0.321835 1.152036 -0.0836 0.0056 -0.0115 0.11
H -5.354490 -0.960625 2.743985 -0.1053 -0.0220 -0.0131 0.11
H -4.302873 -2.160862 0.588353 0.0620 -0.1097 0.0280 0.11
H -3.224744 -1.757465 1.929391 0.0568 -0.0627 0.0354 0.11
```
Forces are in eV/Å.